No. 1
ORCA calculation (ωB97M-V/def2-TZVPD) on the molecule C6H12O.

Structure (ORCA input):
```
! wB97M-V def2-TZVPD RIJCOSX def2/J DEFGRID3
* xyz 0 1
O -1.6802 1.6626 0.2258
C 2.2827 -0.0066 0.8062
C -1.8100 -0.7228 0.6829
C -0.8971 0.1535 -1.5413
C 1.3755 -0.5419 -0.3043
C 0.2675 0.4361 -0.6231
C -1.1464 0.3995 -0.0892
H 2.7582 0.9342 0.5017
H -2.8254 -0.8318 0.2829
H 1.7088 0.1947 1.7183
H -1.0359 -0.8745 -1.8732
H -1.2142 0.9145 -2.2469
H -1.2129 1.9570 1.0197
H 0.6237 1.4631 -0.7203
H -1.3031 -1.6866 0.5685
H 3.0793 -0.7150 1.0560
H 1.9761 -0.7250 -1.2058
H -1.9019 -0.4995 1.7515
H 0.9553 -1.5115 -0.0093
*
```

Its HOMO energy is -9.617 eV. The gap between HOMO and LUMO comes out at 10.60 eV. The calculation puts the energy relative to the best compared isomer or geometry (same formula, charge and spin) at 1.1140 eV. The calculation puts the calculated total energy at -311.01833 Eh. Its SMILES is CC[C@H]1C[C@]1(C)O.


No. 2
ORCA calculation (ωB97M-V/def2-TZVPD) on the molecule C6H12O.

Structure (ORCA input):
```
! wB97M-V def2-TZVPD RIJCOSX def2/J DEFGRID3
* xyz 0 1
O -0.2404 1.5802 -0.6766
C 0.9942 0.0073 0.5513
C 2.2113 0.3287 -0.3183
C -0.4384 -0.7602 -1.3839
C -1.5713 0.0843 0.6197
C -1.6974 -0.3768 1.8571
C -0.3164 0.2277 -0.2123
H 3.1343 0.3260 0.2691
H -0.2894 -1.7842 -1.0214
H -0.8417 -0.6918 2.4477
H -1.4355 -0.7152 -1.8378
H 0.9904 0.6563 1.4350
H 2.0898 1.3173 -0.7683
H 0.3011 -0.5491 -2.1613
H -2.6760 -0.4567 2.3229
H 1.0423 -1.0295 0.9090
H 2.3316 -0.3984 -1.1292
H -2.4739 0.3760 0.0726
H -1.1146 1.8580 -0.9752
*
```

Its HOMO energy is -9.994 eV. The gap between HOMO and LUMO comes out at 10.93 eV. The calculation puts the energy relative to the best compared isomer or geometry (same formula, charge and spin) at 0.8897 eV. The calculation puts the calculated total energy at -311.02658 Eh. Its SMILES is C=C[C@@](C)(O)CC.


No. 3
ORCA calculation (ωB97M-V/def2-TZVPD) on a 2-piece molecular cluster, C6H12O overall.

Structure (ORCA input):
```
! wB97M-V def2-TZVPD RIJCOSX def2/J DEFGRID3
* xyz 0 1
O -0.8908 1.4830 0.2716
C 0.9203 0.2535 -0.5364
C 0.7720 -0.0528 0.9768
C 0.6350 -0.9924 -1.4142
C -1.7664 -0.5829 1.2519
C -0.6490 0.4448 1.3007
C 0.0233 1.3888 -0.6584
H -1.6302 -1.3166 2.0550
H 0.7997 -0.7050 -2.4562
H -2.7396 -0.1012 1.3895
H 1.3294 -1.7955 -1.1331
H -0.3883 -1.3652 -1.2879
H -1.7748 -1.1176 0.2977
H 1.6565 1.1978 -2.7159
H -0.6893 0.9960 2.2453
H 0.1035 2.2181 -1.3545
H 1.5142 0.5090 1.5560
H 0.8896 -1.1152 1.2119
H 1.8849 0.6535 -0.9997
*
```

Its HOMO energy (alpha / beta) is -6.252 / -9.446 eV. The gap between HOMO and LUMO (alpha / beta) comes out at 5.64 / 10.37 eV. The calculation puts the energy relative to the best compared isomer or geometry (same formula, charge and spin) at 5.1027 eV. The calculation puts the calculated total energy at -310.87175 Eh.


No. 4
ORCA calculation (ωB97M-V/def2-TZVPD) on the molecule C6H12O.

Structure (ORCA input):
```
! wB97M-V def2-TZVPD RIJCOSX def2/J DEFGRID3
* xyz 0 1
O -2.3269 0.5741 1.3820
C 0.7681 -0.0799 0.2017
C 1.4850 -1.2868 -0.3929
C -1.7426 0.7779 0.1225
C -0.5471 0.1133 -0.4920
C 1.5956 1.1966 0.0990
C -1.6515 -0.8071 -0.2940
H -1.7296 0.7266 2.0930
H 1.0386 2.0516 0.4991
H -1.5598 -1.5305 0.5481
H 2.4402 -1.4622 0.1099
H 2.5376 1.1030 0.6476
H -2.3268 1.4940 -0.4862
H 1.8364 1.4125 -0.9498
H 0.8788 -2.1958 -0.3082
H 0.5590 -0.2789 1.2648
H -2.4488 -1.0330 -0.9661
H -0.4857 0.4015 -1.5396
H 1.6874 -1.1215 -1.4589
*
```

Its HOMO energy is -8.218 eV. The gap between HOMO and LUMO comes out at 9.17 eV. The calculation puts the energy relative to the best compared isomer or geometry (same formula, charge and spin) at 2.6780 eV. The calculation puts the calculated total energy at -310.96086 Eh. Its SMILES is CC(C)[C@H]1C[C@H]1O.


Which value of calculated total energy does entry 3 give?
-310.87175 Eh